1.
Entry from the OMol25 dataset: a molecular structure, C29H65Cl35IO5P3Si2 in a non-equilibrium geometry (ωB97M-V/def2-TZVPD).

Geometry (Å):
C 0.5320 0.9443 5.9896
C 1.1047 -0.3739 6.4191
O 2.2129 -0.6988 5.5555
P 3.6401 -0.6183 6.2350
O 3.7245 0.2773 7.3743
C 4.7778 -0.0561 4.9438
C 4.0285 0.5175 3.7084
Si 3.8808 -0.6754 2.2659
O 2.6325 -0.3062 1.2028
Si 1.1521 0.0580 1.9270
C 0.4228 -1.3177 2.9638
C -0.1154 0.5372 0.5994
C -1.2526 -0.4594 0.3521
C -2.4255 -0.0115 1.1867
I -1.9898 -0.4686 -1.7090
P 5.8110 -0.6622 1.1318
C 5.4044 -0.2979 -0.6283
C 6.9295 0.6301 1.8522
P 3.5829 -2.8403 2.9136
O 4.8918 -3.1361 3.8775
Cl 4.0463 -3.8125 1.1257
O 4.0363 -2.1228 6.5732
C 4.5255 -2.3437 7.8981
C 5.9841 -1.9591 8.0083
H 1.2919 1.6637 5.7521
H -0.1595 1.3607 6.6995
H -0.0227 0.7951 5.0784
H 0.3597 -1.1203 6.2268
H 1.3345 -0.4363 7.4643
H 5.3235 0.7619 5.3674
H 5.5020 -0.8147 4.6949
H 4.5873 1.3750 3.3766
H 3.0867 0.8910 4.0711
H 1.3735 1.2824 2.7285
H 0.3240 -2.1972 2.3502
H 1.0064 -1.5919 3.8232
H -0.5422 -0.9808 3.3007
H 0.3961 0.7320 -0.3286
H -0.5985 1.4594 0.8673
H -1.0163 -1.4807 0.5683
H -3.2536 -0.6870 1.1268
H -2.1482 0.0962 2.2249
H -2.7171 0.9582 0.8267
H 4.4757 -0.7645 -0.9008
H 5.2747 0.7606 -0.7861
H 6.1535 -0.6421 -1.3096
H 7.6632 0.1392 2.4565
H 7.4557 1.0793 1.0301
H 6.4378 1.4373 2.3675
H 5.3062 -3.9531 3.5840
H 4.4710 -3.3927 8.1190
H 3.9339 -1.8488 8.6437
H 6.2251 -1.7277 9.0304
H 6.6127 -2.7555 7.6663
H 6.1834 -1.0733 7.4378
C -0.0247 -1.5378 -5.2562
Cl 1.0101 -0.3167 -4.4943
Cl -1.6287 -0.8472 -5.5512
H 0.3808 -1.8622 -6.2127
H -0.1308 -2.3787 -4.5815
C -1.6698 3.7923 -2.3454
Cl -0.5251 3.9369 -1.0063
Cl -2.7911 5.1613 -2.3859
H -1.1188 3.7637 -3.2762
H -2.2399 2.8798 -2.2229
C -5.5444 -2.9258 -0.3612
Cl -5.6753 -1.2810 0.2747
Cl -4.6282 -3.9726 0.7332
H -6.5407 -3.3321 -0.4802
H -5.0377 -2.8871 -1.3160
C -1.2348 -3.4257 8.3573
Cl -0.7638 -1.8184 8.9399
Cl -0.7160 -3.7164 6.6952
H -0.7770 -4.1686 8.9968
H -2.3130 -3.5031 8.4025
C 9.4244 0.7269 -1.9061
Cl 8.8510 -0.5100 -0.7778
Cl 8.0791 1.5534 -2.7012
H 10.0032 1.4564 -1.3543
H 10.0354 0.2510 -2.6614
C -6.3908 6.7023 -2.3669
Cl -7.1347 7.6349 -1.0646
Cl -6.2933 7.6408 -3.8642
H -5.3900 6.4200 -2.0650
H -6.9879 5.8184 -2.5483
C -8.3910 1.0471 0.6584
Cl -9.1449 1.9974 1.9469
Cl -8.2650 1.9680 -0.8436
H -7.3988 0.7608 0.9746
H -8.9937 0.1670 0.4777
C -0.9826 -1.2401 -9.3713
Cl -0.6898 0.3943 -8.7829
Cl -0.0372 -2.4470 -8.4886
H -2.0337 -1.4647 -9.2444
H -0.7108 -1.2920 -10.4174
C -1.2159 -6.0106 0.2031
Cl -0.4053 -4.4871 0.5795
Cl -1.0800 -6.4153 -1.5108
H -0.7571 -6.8002 0.7838
H -2.2649 -5.9167 0.4535
C -5.0640 8.5511 -7.4075
Cl -4.5733 9.9285 -8.4020
Cl -4.9300 7.0272 -8.2911
H -4.4228 8.5049 -6.5366
H -6.0948 8.6908 -7.1079
C 5.4973 -5.5041 -5.3412
Cl 4.1010 -4.4943 -5.7129
Cl 6.6734 -5.5208 -6.6698
H 5.9790 -5.1143 -4.4596
H 5.1588 -6.5175 -5.1654
C -9.9271 3.6293 5.2167
Cl -9.1445 4.9015 6.1614
Cl -11.5266 4.1286 4.6531
H -9.3078 3.4044 4.3574
H -10.0353 2.7502 5.8384
C 5.7662 0.0750 -8.2575
Cl 6.1489 -0.2095 -9.9606
Cl 4.0246 0.0839 -7.9657
H 6.2110 -0.7159 -7.6667
H 6.1708 1.0359 -7.9677
C -5.1007 -3.7113 -4.3034
Cl -5.2239 -2.0711 -3.6528
Cl -4.1922 -4.7691 -3.2201
H -6.0983 -4.1120 -4.4279
H -4.5919 -3.6687 -5.2576
C 0.0051 0.0317 11.8604
Cl -0.1005 -0.7508 13.4425
Cl -0.8679 1.5682 11.8262
H 1.0470 0.2193 11.6343
H -0.4302 -0.6282 11.1211
C 3.0204 -5.0439 -9.4062
Cl 3.3713 -3.4217 -8.7981
Cl 3.9127 -6.2882 -8.5243
H 1.9606 -5.2361 -9.2957
H 3.3014 -5.0887 -10.4502
C -8.5330 9.8268 -9.3521
Cl -8.2245 10.3742 -7.7003
Cl -8.2237 8.0974 -9.5361
H -9.5697 10.0230 -9.5922
H -7.8811 10.3693 -10.0247

Summary:
orbital gap	7.867	eV
HOMO energy	-7.68	eV
calculated total energy	-19527.79284	hartree
E_LUMO	0.1841	eV

These are the Mulliken partial charges, in e, on atoms 1 to 99: number 1, C, carries -1.056; number 2, C, carries -0.170; number 3, O, carries -0.127; number 4, P, carries 0.428; number 5, O, carries -0.953; number 6, C, carries -0.979; number 7, C, carries -0.347; number 8, Si, carries -0.334; number 9, O, carries 0.058; number 10, Si, carries 0.245; number 11, C, carries -0.616; number 12, C, carries -0.688; number 13, C, carries 0.080; number 14, C, carries -1.156; number 15, I, carries 0.016; number 16, P, carries 0.219; number 17, C, carries -1.033; number 18, C, carries -1.190; number 19, P, carries 0.180; number 20, O, carries -0.425; number 21, Cl, carries -0.312; number 22, O, carries -0.327; number 23, C, carries -0.385; number 24, C, carries -1.031; number 25, H, carries 0.307; number 26, H, carries 0.412; number 27, H, carries 0.072; number 28, H, carries 0.140; number 29, H, carries 0.613; number 30, H, carries 0.749; number 31, H, carries 0.517; number 32, H, carries 0.529; number 33, H, carries 0.055; number 34, H, carries -0.162; number 35, H, carries 0.053; number 36, H, carries 0.270; number 37, H, carries 0.371; number 38, H, carries 0.513; number 39, H, carries 0.312; number 40, H, carries 0.165; number 41, H, carries -0.048; number 42, H, carries 0.329; number 43, H, carries 0.510; number 44, H, carries 0.345; number 45, H, carries 0.322; number 46, H, carries 0.403; number 47, H, carries 0.320; number 48, H, carries 0.398; number 49, H, carries 0.398; number 50, H, carries 0.337; number 51, H, carries 0.420; number 52, H, carries 0.345; number 53, H, carries 0.358; number 54, H, carries 0.311; number 55, H, carries 0.254; number 56, C, carries 0.178; number 57, Cl, carries -0.143; number 58, Cl, carries -0.153; number 59, H, carries -0.195; number 60, H, carries 0.292; number 61, C, carries -0.038; number 62, Cl, carries -0.150; number 63, Cl, carries -0.155; number 64, H, carries 0.306; number 65, H, carries 0.010; number 66, C, carries 0.262; number 67, Cl, carries -0.120; number 68, Cl, carries -0.165; number 69, H, carries 0.387; number 70, H, carries -0.400; number 71, C, carries -0.402; number 72, Cl, carries -0.146; number 73, Cl, carries -0.110; number 74, H, carries 0.290; number 75, H, carries 0.333; number 76, C, carries -0.328; number 77, Cl, carries -0.096; number 78, Cl, carries -0.140; number 79, H, carries 0.267; number 80, H, carries 0.322; number 81, C, carries 0.077; number 82, Cl, carries -0.160; number 83, Cl, carries -0.106; number 84, H, carries -0.055; number 85, H, carries 0.253; number 86, C, carries -0.042; number 87, Cl, carries -0.133; number 88, Cl, carries -0.144; number 89, H, carries 0.008; number 90, H, carries 0.303; number 91, C, carries -0.358; number 92, Cl, carries -0.133; number 93, Cl, carries -0.120; number 94, H, carries 0.291; number 95, H, carries 0.322; number 96, C, carries -0.236; number 97, Cl, carries -0.071; number 98, Cl, carries -0.161; number 99, H, carries 0.324

=====

2.
Entry from the OMol25 dataset: 4 unconnected molecules or ions with the total composition C29H65FN4O5S in a non-equilibrium geometry (ωB97M-V/def2-TZVPD).

Geometry (Å):
C 3.0484 -2.5612 -0.5176
C 1.6157 -2.9893 -0.6567
O 1.2641 -4.1675 -0.6782
O 0.7374 -1.9572 -0.7455
C -0.4904 -2.1746 -0.0425
C -1.1635 -0.8499 0.2868
C -0.3083 0.2262 0.9919
C 0.6167 -0.4098 2.0282
C -0.0795 -1.1782 3.1295
F 1.4001 0.5641 2.6387
C -1.3073 1.2311 1.6578
C -2.5479 1.4757 0.7743
C -0.6778 2.5883 1.9560
N -1.6031 3.4729 2.6745
C -0.2165 3.2589 0.6847
O 0.9380 2.6021 0.1620
S 0.7709 1.0745 -0.2365
O 0.1866 0.9162 -1.5386
O 2.0921 0.5242 -0.1519
H 3.6184 -3.3592 -0.0642
H 3.0902 -1.6597 0.0834
H 3.4725 -2.3414 -1.4915
H -1.1575 -2.7416 -0.6868
H -0.3041 -2.8013 0.8240
H -1.5472 -0.4632 -0.6456
H -1.9784 -1.0878 0.9608
H 1.3133 -1.0840 1.5460
H -0.7533 -0.5805 3.7327
H 0.7033 -1.5233 3.7990
H -0.6016 -2.0605 2.7800
H -1.6794 0.7973 2.5805
H -3.0413 2.3984 1.0550
H -2.2120 1.6037 -0.2507
H -3.2779 0.6820 0.8510
H 0.2224 2.4794 2.5594
H -1.6902 3.1286 3.6191
H -1.2086 4.4014 2.7013
H 0.1083 4.2604 0.9490
H -1.0036 3.3748 -0.0546
C 0.9390 -7.3206 7.2579
C 0.3248 -7.0926 5.8848
N 0.1923 -5.6884 5.5455
C -0.6398 -5.4533 4.3806
C -0.1559 -5.9849 3.0243
C 1.4120 -4.9042 5.6194
C 2.6066 -5.3415 4.7606
H 0.3813 -6.7848 8.0267
H 0.9138 -8.3839 7.4987
H 1.9812 -7.0024 7.3005
H -0.6767 -7.5302 5.8854
H 0.9103 -7.6521 5.1382
H -0.8205 -4.3774 4.2908
H -1.6232 -5.8902 4.5822
H 0.6615 -5.3899 2.6182
H -0.9719 -5.9393 2.2998
H 0.1694 -7.0233 3.0824
H 1.7354 -4.8820 6.6631
H 1.1647 -3.8648 5.3872
H 2.7768 -6.4175 4.8084
H 3.5136 -4.8515 5.1205
H 2.4873 -5.0595 3.7155
C -4.9320 0.2794 -1.9769
C -5.5262 0.5984 -3.3390
N -5.5876 2.0223 -3.6044
C -6.3948 2.3587 -4.7633
C -5.9245 1.8738 -6.1405
C -4.3293 2.7372 -3.4748
C -3.1452 2.2811 -4.3380
H -5.4694 0.8026 -1.1843
H -5.0019 -0.7924 -1.7834
H -3.8774 0.5541 -1.9206
H -6.5462 0.2064 -3.3674
H -4.9593 0.0501 -4.1080
H -6.5205 3.4443 -4.7939
H -7.3990 1.9595 -4.5878
H -5.0758 2.4492 -6.5070
H -6.7313 1.9957 -6.8659
H -5.6495 0.8188 -6.1327
H -4.0212 2.6880 -2.4263
H -4.5188 3.7981 -3.6551
H -3.0311 1.1966 -4.3435
H -2.2191 2.7020 -3.9413
H -3.2331 2.6225 -5.3682
C 3.1253 5.6093 -1.2439
C 4.0108 5.4186 -2.4670
N 4.9824 4.3562 -2.3030
C 6.0051 4.3460 -3.3317
C 5.5774 4.0650 -4.7782
C 4.4328 3.0606 -1.9353
C 3.3886 2.4284 -2.8619
H 3.7286 5.7658 -0.3487
H 2.4901 6.4858 -1.3841
H 2.4701 4.7530 -1.0754
H 4.5589 6.3493 -2.6377
H 3.3664 5.2685 -3.3482
H 6.7768 3.6266 -3.0449
H 6.5011 5.3222 -3.3089
H 5.3419 3.0138 -4.9359
H 6.3956 4.3160 -5.4568
H 4.7136 4.6609 -5.0739
H 3.9865 3.1543 -0.9420
H 5.2608 2.3615 -1.7962
H 2.6328 3.1450 -3.1879
H 2.8761 1.6320 -2.3259
H 3.8410 1.9791 -3.7455

Summary:
orbital gap	8.238	eV
HOMO energy	-7.82	eV
SMILES	CC(=O)OCC[C@]1([C@H](C)F)[C@H](C)[C@H](N)COS1(=O)=O.CCN(CC)CC.CCN(CC)CC.CCN(CC)CC
calculated total energy	-2237.17919	hartree
E_LUMO	0.4176	eV

These are the Mulliken partial charges, in e, on atoms 1 to 99: number 1, C, carries -0.811; number 2, C, carries 0.658; number 3, O, carries -0.609; number 4, O, carries -0.194; number 5, C, carries -0.939; number 6, C, carries -1.567; number 7, C, carries 1.769; number 8, C, carries 0.189; number 9, C, carries -1.694; number 10, F, carries -0.436; number 11, C, carries 0.137; number 12, C, carries -2.316; number 13, C, carries -0.085; number 14, N, carries -0.602; number 15, C, carries -0.802; number 16, O, carries -0.133; number 17, S, carries 1.517; number 18, O, carries -0.667; number 19, O, carries -0.618; number 20, H, carries 0.324; number 21, H, carries 0.171; number 22, H, carries 0.292; number 23, H, carries 0.553; number 24, H, carries 0.098; number 25, H, carries 0.438; number 26, H, carries 0.574; number 27, H, carries 0.191; number 28, H, carries 0.294; number 29, H, carries 0.450; number 30, H, carries 0.278; number 31, H, carries 0.605; number 32, H, carries 0.554; number 33, H, carries 0.348; number 34, H, carries 0.456; number 35, H, carries 0.292; number 36, H, carries 0.282; number 37, H, carries 0.274; number 38, H, carries 0.548; number 39, H, carries 0.165; number 40, C, carries -1.424; number 41, C, carries -0.357; number 42, N, carries 0.130; number 43, C, carries -0.600; number 44, C, carries -0.877; number 45, C, carries -0.513; number 46, C, carries -0.898; number 47, H, carries 0.334; number 48, H, carries 0.437; number 49, H, carries 0.295; number 50, H, carries 0.444; number 51, H, carries 0.261; number 52, H, carries 0.243; number 53, H, carries 0.388; number 54, H, carries 0.068; number 55, H, carries 0.392; number 56, H, carries 0.333; number 57, H, carries 0.364; number 58, H, carries 0.155; number 59, H, carries 0.261; number 60, H, carries 0.393; number 61, H, carries 0.178; number 62, C, carries -0.993; number 63, C, carries -0.458; number 64, N, carries 0.107; number 65, C, carries -0.710; number 66, C, carries -0.979; number 67, C, carries -0.609; number 68, C, carries -1.003; number 69, H, carries 0.320; number 70, H, carries 0.487; number 71, H, carries -0.138; number 72, H, carries 0.493; number 73, H, carries 0.247; number 74, H, carries 0.356; number 75, H, carries 0.426; number 76, H, carries 0.227; number 77, H, carries 0.395; number 78, H, carries 0.279; number 79, H, carries 0.273; number 80, H, carries 0.345; number 81, H, carries 0.228; number 82, H, carries 0.368; number 83, H, carries 0.334; number 84, C, carries -1.197; number 85, C, carries -0.333; number 86, N, carries 0.131; number 87, C, carries -0.691; number 88, C, carries -0.966; number 89, C, carries -0.803; number 90, C, carries -0.496; number 91, H, carries 0.341; number 92, H, carries 0.465; number 93, H, carries 0.012; number 94, H, carries 0.483; number 95, H, carries 0.243; number 96, H, carries 0.351; number 97, H, carries 0.428; number 98, H, carries 0.231; number 99, H, carries 0.398